The following is a quantum chemistry calculation of a cluster of 5 separate species, C52H70ClF7N3O5 in total, from OMol25.

Last column: Löwdin charge in e.
CARTESIAN COORDINATES (ANGSTROEM)
C  6.16  -2.13  1.20  -0.13
C  5.42  -3.56  0.97  -0.23
C  4.02  -3.46  1.75  -0.21
C  2.93  -4.56  1.28  -0.19
C  1.44  -3.93  1.21  -0.17
C  0.69  -4.64  -0.04  -0.17
C  -0.18  -3.60  -0.93  -0.16
N  0.55  -2.90  -2.01  0.02
C  1.99  -2.86  -1.88  -0.25
N  2.82  -3.89  -2.18  0.21
N  2.69  -1.63  -1.59  0.14
C  1.86  -0.57  -0.93  -0.23
C  2.74  0.76  -1.00  -0.13
C  2.88  1.47  -2.43  -0.18
C  4.37  1.33  -3.09  -0.08
C  5.25  2.50  -2.44  -0.36
O  6.19  3.06  -3.07  0.07
O  5.02  3.03  -1.11  0.00
C  0.34  -0.50  -1.39  -0.16
C  -0.30  0.94  -1.66  -0.14
C  -0.23  1.99  -0.44  -0.19
C  -0.04  1.37  1.01  -0.21
C  -0.19  2.57  2.11  -0.20
C  0.84  3.77  1.87  -0.23
C  0.60  5.02  2.89  -0.19
C  0.79  6.37  2.04  -0.17
C  2.27  6.54  1.43  -0.23
O  3.19  7.14  2.38  -0.23
C  3.90  8.25  1.76  -0.12
C  -0.06  -1.63  -2.51  -0.28
C  -1.68  -1.85  -2.47  -0.09
O  -2.40  -0.92  -3.33  -0.03
C  -3.54  -1.50  -3.92  -0.46
F  -4.37  -0.44  -4.41  0.10
F  -3.11  -2.22  -5.07  0.09
F  -4.35  -2.26  -3.05  0.12
C  0.21  -1.23  -4.01  -0.07
C  1.63  -1.38  -4.67  -0.62
O  2.47  -0.52  -4.94  0.01
Cl  2.09  -3.11  -5.20  0.62
H  5.39  -1.30  1.42  0.06
H  6.74  -1.78  0.27  0.07
H  6.86  -2.14  2.11  0.08
H  6.13  -4.34  1.43  0.12
H  5.31  -3.70  -0.16  0.08
H  4.21  -3.65  2.86  0.10
H  3.56  -2.44  1.52  0.09
H  3.27  -5.04  0.30  0.08
H  2.90  -5.39  2.08  0.12
H  1.50  -2.81  1.00  0.08
H  0.86  -4.18  2.17  0.13
H  1.35  -5.33  -0.65  0.10
H  -0.10  -5.33  0.45  0.13
H  -0.98  -4.28  -1.42  0.14
H  -0.74  -2.97  -0.17  0.13
H  2.59  -4.61  -2.87  0.12
H  3.71  -3.93  -1.64  0.12
H  3.24  -1.27  -2.38  0.13
H  1.88  -0.86  0.19  0.13
H  3.81  0.44  -0.70  0.13
H  2.46  1.56  -0.21  0.11
H  2.05  1.21  -3.16  0.09
H  2.77  2.61  -2.24  0.12
H  4.82  0.29  -2.96  0.12
H  4.23  1.62  -4.20  0.14
H  4.44  3.83  -1.20  0.12
H  -0.28  -0.88  -0.48  0.13
H  -0.01  1.42  -2.66  0.11
H  -1.45  0.76  -1.76  0.13
H  -1.15  2.69  -0.40  0.14
H  0.65  2.70  -0.68  0.09
H  0.98  0.89  1.22  0.10
H  -0.88  0.62  1.27  0.12
H  0.10  2.07  3.12  0.12
H  -1.28  2.89  2.21  0.12
H  0.74  4.23  0.81  0.09
H  1.95  3.46  1.96  0.12
H  1.34  4.96  3.75  0.12
H  -0.50  5.02  3.24  0.11
H  0.47  7.31  2.63  0.12
H  0.08  6.30  1.13  0.11
H  2.25  7.24  0.51  0.12
H  2.74  5.56  1.07  0.11
H  4.78  8.51  2.45  0.10
H  4.30  8.01  0.71  0.09
H  3.22  9.20  1.69  0.09
H  -1.96  -2.90  -2.87  0.15
H  -2.10  -1.68  -1.41  0.16
H  -0.14  -0.14  -4.18  0.15
H  -0.49  -1.87  -4.68  0.14
F  2.72  -3.43  4.47  0.03
C  3.29  -3.50  5.69  -0.29
C  4.17  -2.51  6.08  -0.02
C  4.75  -2.58  7.35  -0.08
C  4.45  -3.64  8.19  -0.09
C  3.57  -4.64  7.78  -0.08
C  2.98  -4.56  6.52  -0.02
H  4.40  -1.69  5.41  0.11
H  5.44  -1.80  7.67  0.11
H  4.91  -3.70  9.17  0.11
H  3.34  -5.47  8.44  0.11
H  2.28  -5.32  6.19  0.12
F  -6.73  -7.58  -3.81  0.06
C  -7.04  -6.40  -4.39  -0.32
C  -8.25  -6.27  -5.06  -0.03
C  -8.57  -5.05  -5.64  -0.07
C  -7.68  -3.99  -5.57  -0.08
C  -6.47  -4.13  -4.90  -0.08
C  -6.15  -5.34  -4.30  -0.02
H  -8.92  -7.12  -5.11  0.13
H  -9.52  -4.94  -6.16  0.11
H  -7.94  -3.04  -6.03  0.10
H  -5.78  -3.30  -4.84  0.08
H  -5.21  -5.47  -3.77  0.11
F  -10.91  -6.18  -2.86  0.06
C  -10.30  -5.95  -1.68  -0.28
C  -8.93  -6.08  -1.58  0.00
C  -8.30  -5.84  -0.37  -0.08
C  -9.06  -5.48  0.75  -0.10
C  -10.44  -5.35  0.64  -0.08
C  -11.07  -5.59  -0.58  -0.02
H  -8.35  -6.37  -2.46  0.08
H  -7.22  -5.93  -0.28  0.10
H  -8.57  -5.29  1.70  0.10
H  -11.03  -5.08  1.51  0.11
H  -12.14  -5.48  -0.68  0.12
F  1.31  10.31  1.14  0.04
C  0.98  11.43  1.81  -0.29
C  0.37  11.32  3.06  -0.02
C  0.04  12.48  3.75  -0.08
C  0.31  13.73  3.19  -0.09
C  0.91  13.82  1.94  -0.08
C  1.26  12.66  1.25  -0.02
H  0.16  10.34  3.47  0.11
H  -0.43  12.41  4.73  0.11
H  0.04  14.63  3.74  0.10
H  1.12  14.79  1.51  0.11
H  1.74  12.72  0.28  0.12

Properties
Total charge: +1
LUMO, eV: -3.990
Orbital gap, eV: 6.444
HOMO level, eV: -10.4335
M, g mol⁻¹: 985.59